A structure of composition C34H35InN6SSi, computed with the ωB97M-V functional and the def2-TZVPD basis.

Computed properties:
LUMO level = -0.35 eV
E_HOMO = -0.2628 hartree

The geometry in XYZ format:
```
78
Properties=species:S:1:pos:R:3:mulliken_charge:R:1
In -0.6515 0.4771 -0.4456 0.295
N -2.7659 -0.3886 3.2677 -0.357
C -2.2335 -0.5237 2.0365 0.444
S -2.8636 0.5261 0.7890 -0.457
N -1.3197 -1.4660 1.9301 -1.275
N -0.7510 -1.5360 0.6968 0.909
C -0.0163 -2.5510 0.4456 0.287
C 0.2108 -3.6328 1.4402 -0.761
C -0.4020 -4.8729 1.3081 0.115
C -0.1653 -5.8721 2.2457 -0.732
C 0.6873 -5.6306 3.3156 -0.411
C 1.2949 -4.3860 3.4512 -0.818
C 1.0552 -3.3846 2.5198 0.240
C 0.6936 -2.5686 -0.8700 0.542
C 1.3883 -3.6865 -1.3045 -0.733
C 2.0681 -3.6317 -2.5122 -0.845
C 2.0426 -2.4662 -3.2556 -0.891
C 1.3176 -1.3955 -2.7579 -0.180
N 0.6573 -1.4473 -1.5992 0.425
H -3.3599 0.3908 3.4648 0.253
H -2.3642 -0.9228 4.0177 0.233
H -1.0774 -5.0558 0.4766 0.456
H -0.6510 -6.8354 2.1420 0.394
H 0.8781 -6.4116 4.0445 0.386
H 1.9560 -4.1884 4.2890 0.434
H 1.5163 -2.4060 2.6288 0.295
H 1.3981 -4.5816 -0.6986 0.538
H 2.6190 -4.4956 -2.8632 0.418
H 2.5766 -2.3740 -4.1918 0.480
H 1.2713 -0.4504 -3.2928 0.219
N -2.3015 -0.5192 -2.6903 -0.192
C -3.0375 0.6852 -2.8335 0.852
C -4.4173 0.6688 -2.6550 -0.651
C -5.1675 1.8207 -2.8176 -0.665
C -4.5378 3.0046 -3.1727 -0.812
C -3.1594 3.0197 -3.3341 -0.936
C -2.3736 1.8778 -3.1532 0.332
C -0.8725 2.0080 -3.2365 0.098
C -0.3056 2.6770 -4.3285 -0.300
C 1.0440 3.0080 -4.3452 -0.922
C 1.8463 2.7111 -3.2479 -0.751
C 1.2963 2.0409 -2.1589 -0.299
C -0.0501 1.6462 -2.1516 0.604
H -2.8919 -1.3316 -2.5976 0.216
H -1.6463 -0.6564 -3.4460 0.278
H -4.9044 -0.2696 -2.4004 0.333
H -6.2422 1.7871 -2.6813 0.395
H -5.1102 3.9171 -3.3001 0.400
H -2.6594 3.9555 -3.5534 0.505
H -0.9338 2.9403 -5.1738 0.500
H 1.4639 3.5155 -5.2067 0.375
H 2.8912 3.0067 -3.2364 0.444
H 1.9260 1.8208 -1.2976 0.214
C 1.8384 3.7493 1.9985 -1.162
Si 0.2425 2.7854 1.8138 0.514
C -0.8330 3.7244 0.6171 -0.992
C -0.6700 2.7707 3.4447 -1.162
N 0.5930 1.2127 1.1798 0.479
C 1.6908 0.4917 1.6620 0.494
C 2.4954 -0.3246 0.8349 -0.085
C 3.5815 -1.0421 1.3187 -0.493
C 3.9354 -0.9746 2.6623 -0.919
C 3.1872 -0.1490 3.4946 -0.704
C 2.0986 0.5697 3.0139 -0.041
H 1.8265 4.4095 2.8766 0.352
H 1.9917 4.3728 1.1088 0.317
H 2.7002 3.0771 2.0954 0.325
H -0.9698 4.7481 0.9914 0.517
H -1.8238 3.2766 0.5088 0.204
H -0.3662 3.7913 -0.3720 0.117
H -1.7420 2.6169 3.2735 0.185
H -0.5452 3.7342 3.9601 0.404
H -0.3217 1.9785 4.1192 0.384
H 2.2875 -0.3383 -0.2249 0.128
H 4.1625 -1.6529 0.6335 0.414
H 4.7806 -1.5347 3.0465 0.378
H 3.4522 -0.0607 4.5423 0.397
H 1.5413 1.2018 3.7004 0.027
```